17 unconnected molecules or ions with the total composition C54H147N5O22, computed with ωB97M-V with the def2-TZVPD basis set.

Structure (XYZ):
```
228
Properties=species:S:1:pos:R:3:lowdin_charge:R:1
H -0.810 1.271 -2.597 0.09
H -4.195 5.880 -2.543 0.08
H -3.342 -7.074 -5.641 0.10
H 4.063 1.527 0.722 0.07
H -1.653 -4.912 0.298 0.09
C -6.029 -8.666 -4.233 -0.11
H 1.758 0.923 -2.100 0.10
H -1.384 -2.492 -0.781 0.10
N 2.697 6.339 1.378 -0.05
N 1.906 0.947 6.093 -0.06
C -1.016 3.162 -3.528 -0.22
C 2.145 -0.704 0.665 -0.19
H -3.373 -0.744 3.558 0.11
H 2.228 3.268 4.638 0.11
H 0.021 5.464 5.136 0.08
C -2.555 -0.710 -0.507 -0.23
C -8.130 2.249 0.706 -0.08
C 5.522 -4.783 -1.673 -0.32
H -5.399 7.531 1.634 0.07
H 1.760 -5.301 -1.206 0.03
H -3.788 -9.428 -5.813 0.10
H 5.555 2.631 -0.560 0.02
H -1.114 -1.209 -1.914 0.10
C 2.873 0.216 -3.849 -0.24
C 2.669 -0.402 9.958 -0.12
C -3.860 -9.356 -3.662 -0.23
C 4.276 6.434 5.488 -0.12
O -4.982 4.411 0.683 -0.11
H 0.956 -2.012 4.113 0.04
C 2.185 -4.743 -3.593 -0.07
C 5.536 -1.012 2.466 -0.08
O 0.545 -6.683 -1.473 -0.11
H 1.046 7.662 1.303 0.12
O 5.334 3.523 -0.836 -0.08
O 2.633 -0.281 -5.148 -0.18
C -1.102 4.346 0.955 -0.08
C 6.587 -0.087 -2.743 -0.08
H -3.301 1.718 -5.361 0.10
H -4.261 1.264 -1.351 0.06
C -5.906 4.484 -2.781 -0.24
H 3.485 -0.446 -3.236 0.10
H 3.680 6.886 6.281 0.08
C -1.935 -7.034 -4.118 -0.18
O 3.437 5.794 4.511 -0.20
H 4.483 5.266 -2.872 0.08
H -1.542 -3.087 -3.849 0.07
H -0.663 -5.498 -5.177 0.12
H 4.957 4.826 3.427 0.11
H -5.926 -0.397 -4.167 0.07
H -3.061 0.941 5.706 0.08
C 0.525 4.858 5.890 -0.09
O -0.193 5.448 0.855 -0.19
H 0.865 -3.669 4.797 0.07
C 0.314 5.831 2.116 -0.24
H 2.764 4.325 2.156 0.08
H 2.316 0.383 10.626 0.09
C -0.893 -5.079 -0.466 -0.07
C 1.224 2.858 4.746 -0.17
H -6.502 0.342 -2.726 0.06
N 0.907 1.680 -3.737 -0.04
H 5.041 5.822 5.967 0.09
H 0.874 -0.309 -3.050 0.10
H -5.586 -2.643 -0.960 0.11
C -1.260 -1.411 -0.853 -0.17
C -1.391 -5.571 -4.369 -0.23
H -1.100 -7.324 -0.597 0.11
H -9.128 1.819 0.779 0.08
H 0.100 -6.742 0.529 0.12
H 3.442 5.335 -1.484 0.06
H 4.778 -5.577 -1.738 0.10
O -1.757 2.740 -4.653 -0.19
C 1.180 1.313 4.899 -0.21
H 1.580 5.124 5.959 0.07
H 2.442 5.983 0.468 0.07
H 4.815 6.521 3.152 0.11
H -7.044 -2.272 -2.860 0.12
H 5.394 -4.072 -2.490 0.10
H -6.268 6.676 0.283 0.06
H -3.781 4.526 -3.543 0.06
H 3.866 0.524 -6.550 0.09
H 6.869 -5.773 -2.687 0.08
C -2.825 1.835 -4.387 -0.09
H -0.580 -1.701 1.663 0.01
H 4.636 -0.820 3.050 0.07
H 6.132 0.368 4.648 0.08
H -2.443 2.270 3.264 0.07
H -3.124 -9.218 -2.869 0.10
C -2.189 -3.378 -4.677 -0.10
O 6.192 0.889 -0.548 -0.09
C -0.244 -3.182 2.888 -0.31
H 6.378 -0.912 -3.423 0.08
H 4.593 -3.567 -0.192 0.05
H 0.596 1.438 -4.668 0.11
H 0.811 -0.809 6.650 0.11
H 3.598 -0.408 7.677 0.11
O -6.004 -1.823 -1.233 -0.09
H -5.957 3.456 -3.139 0.10
H -0.062 -4.407 -0.250 0.05
H -5.271 -2.460 -3.009 0.10
C -5.662 6.574 1.183 -0.09
C -2.840 0.118 3.958 -0.31
H -1.513 4.251 -0.050 0.08
H -1.955 4.503 1.615 0.07
H -1.125 -7.719 -3.865 0.11
C -2.775 1.291 2.920 -0.06
H 3.453 2.804 -1.415 0.09
C 1.575 0.525 -3.098 -0.19
H 0.525 -7.612 -1.716 0.10
H -3.475 2.182 -3.584 0.07
C 1.127 -1.450 -0.218 -0.17
H 4.704 -0.291 -5.209 0.06
H 2.236 -1.018 5.550 0.10
H 2.700 2.517 0.833 0.07
H 4.173 4.927 1.291 0.10
H 2.758 -1.934 7.972 0.12
H 1.419 1.539 6.751 0.10
O -2.477 -4.733 -4.532 -0.18
H -3.888 4.263 -1.910 0.05
O -4.944 -8.512 -3.338 -0.19
N -0.226 -0.917 0.077 -0.02
C -6.075 -1.842 -2.609 -0.29
H 6.260 -3.212 -0.235 0.05
H 1.620 -5.674 -3.562 0.06
H 0.230 2.526 -1.913 0.12
H -7.779 2.371 1.731 0.08
C 5.563 -4.043 -0.339 -0.08
H -0.334 3.861 -4.012 0.12
H 4.750 2.983 -2.657 0.10
H 2.391 -1.332 10.454 0.09
H -5.486 4.324 -0.129 0.02
H -6.259 1.741 -0.294 0.08
H 7.467 -0.159 2.294 0.11
H 0.851 -3.579 -2.342 0.09
H -3.073 -2.747 -4.587 0.08
H -3.804 5.743 1.807 0.10
H -3.326 2.451 -0.392 0.08
H -6.354 6.128 1.897 0.07
C -4.400 4.820 -2.695 -0.07
O -2.428 0.657 -0.722 -0.19
H -3.777 1.462 2.527 0.06
H 3.414 1.162 -3.811 0.11
H -0.900 -4.052 2.880 0.10
O 6.880 0.021 4.156 -0.07
H 0.706 3.154 3.834 0.09
H -1.883 -0.171 4.394 0.09
H 2.386 -2.843 -2.521 0.10
H 6.090 0.797 -3.142 0.07
H -2.788 -0.895 0.541 0.12
C -4.426 5.692 0.913 -0.30
C -0.157 2.109 -2.842 -0.21
O 0.373 3.429 5.803 -0.19
C -0.392 -6.515 -0.417 -0.27
H 3.837 -1.305 -6.410 0.09
H -6.358 -9.687 -4.423 0.09
H -4.212 -10.377 -3.518 0.11
O 6.777 -5.433 -1.794 -0.09
O -7.272 0.009 0.340 -0.06
C 3.717 4.709 -2.332 -0.06
C 1.909 -3.820 -2.444 -0.29
H 5.847 -2.050 2.590 0.08
C 4.221 5.622 3.320 -0.19
H -6.925 -8.148 -3.890 0.09
H 3.040 1.379 2.156 0.08
H 3.111 -1.136 0.405 0.11
H 7.653 0.139 -2.740 0.08
C -3.593 1.400 -0.501 -0.09
O -6.564 4.650 -1.502 -0.10
H -2.317 0.903 -4.137 0.08
H -0.810 -5.326 -3.480 0.08
H -2.556 -6.971 -3.224 0.10
H -3.829 6.066 0.081 0.10
H -0.489 3.507 1.283 0.09
H -1.684 -3.232 -5.631 0.10
H -0.441 -2.584 5.008 0.07
H 6.165 1.061 2.486 0.11
H -6.492 5.043 -3.511 0.11
C 6.522 0.075 2.785 -0.33
N -2.634 -7.674 -5.243 -0.06
H 6.742 -1.068 -0.875 0.10
H 7.098 1.079 -0.296 0.11
H 0.686 4.958 2.653 0.08
C -5.778 -0.388 -3.087 -0.05
H 3.748 -0.316 9.829 0.09
H 0.150 0.977 5.019 0.11
H -4.785 -0.005 -2.856 0.05
H 4.837 7.305 5.150 0.08
C 4.287 3.410 -1.768 -0.34
H -5.711 -8.215 -5.173 0.08
H -3.418 -1.175 -0.984 0.11
C 1.839 -0.518 6.433 -0.16
H -7.500 4.593 -1.706 0.09
H 1.209 -2.501 0.057 0.10
O 2.118 0.683 0.384 -0.18
O 1.884 -0.352 8.794 -0.19
O -1.007 -2.061 2.444 -0.10
H 2.014 -0.870 1.735 0.12
H -0.503 6.307 2.657 0.12
H -4.101 1.049 0.398 0.08
H 5.142 -0.728 -1.345 0.10
H 0.495 -3.437 2.128 0.10
C 3.031 1.507 1.073 -0.09
H -1.560 3.783 -2.817 0.10
C -7.271 1.364 -0.147 -0.33
H 0.198 5.106 6.900 0.09
C 0.317 -2.879 4.282 -0.08
H -1.239 -4.821 -1.467 0.06
O 2.266 -4.484 -1.201 -0.11
H 2.910 4.489 -3.031 0.07
C 2.618 -0.882 7.720 -0.23
H -2.120 0.913 2.134 0.05
H 3.249 -4.967 -3.658 0.07
H -6.848 -0.547 -0.317 0.01
H -0.209 0.083 -0.068 0.11
H 5.768 -4.719 0.492 0.08
O -3.617 0.563 5.021 -0.09
H 1.485 -1.324 -1.240 0.08
H 5.396 -0.861 1.396 0.04
C 1.437 6.882 1.956 -0.16
C 3.856 -0.346 -5.892 -0.07
H -7.672 1.496 -1.153 0.09
H 1.947 -4.180 -4.496 0.08
H -8.283 3.242 0.282 0.06
C 3.411 5.192 2.024 -0.16
H 1.679 0.837 4.055 0.10
C 6.139 -0.288 -1.340 -0.32
H 1.601 7.277 2.958 0.11
C -3.109 -9.097 -5.028 -0.16
H -2.228 -9.703 -5.239 0.11
```

multiplicity: 1
maximum force: 2.42 eV/Å
E_HOMO: -8.587 eV
energy relative to the best compared isomer or geometry (same formula, charge and spin): 59.7 kcal/mol
lowest unoccupied orbital energy: 0.18 eV
Kohn-Sham gap: 8.8 eV